No. 1
Entry from the OMol25 dataset: a molecular structure, C22H41FGaN2O6S2 in a non-equilibrium geometry (the ωB97M-V functional and the def2-TZVPD basis).

```
75
C22H41FGaN2O6S2 | the OMol25 dataset | the ωB97M-V functional and the def2-TZVPD basis
C -2.872 -3.933 3.922
C -2.253 -2.584 3.813
Ga -3.261 -0.864 3.140
N -4.479 -1.451 1.750
F -4.157 -0.014 4.642
C -1.726 0.397 2.429
C -2.233 1.918 2.113
C -2.787 2.196 0.604
C -2.683 0.944 -0.443
N -1.291 0.635 -0.947
C -0.709 1.743 -1.796
C 0.234 2.796 -0.956
C 1.841 2.482 -1.014
C 2.362 2.241 0.546
C -1.308 -0.703 -1.654
S -2.540 -1.164 -2.785
S 0.010 -2.049 -1.335
C -1.038 -3.585 -0.944
C -0.429 -4.337 0.395
C -0.952 -5.901 0.526
H -2.751 -4.716 3.046
H -3.436 -4.267 4.892
H -1.105 -2.455 4.089
H -5.317 -1.846 2.257
H -4.066 -2.298 1.256
H -0.983 0.484 3.361
H -1.088 -0.108 1.578
H -1.325 2.658 2.331
H -3.090 2.261 2.869
H -2.275 3.196 0.201
H -3.942 2.462 0.703
H -3.159 -0.053 -0.058
H -3.318 1.257 -1.404
H 0.015 1.212 -2.582
H -1.491 2.364 -2.409
H 0.015 3.882 -1.364
H -0.078 2.771 0.193
H 2.158 1.629 -1.750
H 2.371 3.491 -1.370
H 3.372 1.623 0.601
H 1.554 1.712 1.213
H 2.601 3.276 1.078
H -2.138 -3.235 -0.694
H -1.108 -4.340 -1.839
H -0.651 -3.733 1.394
H 0.735 -4.361 0.268
H -0.202 -6.447 1.272
H -2.019 -5.990 1.033
H -0.957 -6.483 -0.505
C 5.600 -1.664 4.112
C 4.753 -0.450 4.435
C 3.327 -0.570 3.988
O 2.948 0.785 3.819
C 4.093 1.470 3.519
O 4.126 2.624 3.128
O 5.198 0.687 3.712
H 6.659 -1.449 4.287
H 5.308 -2.521 4.726
H 5.508 -1.944 3.057
H 4.825 -0.215 5.504
H 2.694 -1.059 4.734
H 3.211 -1.083 3.028
C 0.855 1.409 -7.572
C 0.080 2.045 -6.435
C -0.343 3.457 -6.706
O -0.452 3.995 -5.399
C 0.418 3.287 -4.618
O 0.729 3.591 -3.479
O 0.897 2.193 -5.285
H 1.296 0.460 -7.250
H 0.206 1.223 -8.433
H 1.686 2.048 -7.892
H -0.772 1.411 -6.160
H -1.302 3.514 -7.229
H 0.402 4.039 -7.258
```

F_max	0.0669	Eh/bohr
charge	-1
relative energy (zero: lowest compared OMol25 entry of this formula, charge and spin)	182.8	kcal/mol
2S+1	1
LUMO level	1.7	eV
HOMO-LUMO gap	5.0003	eV
electronic energy	-115500.578	eV
HOMO level	-3.299	eV

=====

No. 2
Entry from the OMol25 dataset: a molecular structure, C22H42As2N6RuS (the ωB97M-V functional and the def2-TZVPD basis).

```
74
C22H42As2N6RuS | the OMol25 dataset | the ωB97M-V functional and the def2-TZVPD basis
Ru 0.153 0.841 -0.047
N 0.534 1.518 -2.463
C 1.619 2.520 -2.510
C 1.470 3.438 -1.324
N 1.531 2.668 -0.056
C 2.945 2.246 0.220
C 3.123 0.752 0.083
N 2.013 0.082 0.789
C 1.034 3.529 1.049
C 0.740 2.704 2.273
N -0.203 1.600 1.911
H 0.771 0.743 -3.077
H -0.309 1.920 -2.864
H 1.595 3.103 -3.432
H 2.575 1.998 -2.490
H 0.500 3.935 -1.371
H 2.237 4.217 -1.329
H 3.215 2.555 1.231
H 3.625 2.773 -0.450
H 4.093 0.455 0.488
H 3.078 0.434 -0.958
H 2.109 0.261 1.788
H 2.078 -0.938 0.693
H 0.124 4.026 0.708
H 1.760 4.311 1.291
H 0.314 3.322 3.063
H 1.648 2.257 2.677
H -1.166 1.924 2.007
H -0.123 0.865 2.611
C -2.317 3.880 -0.625
As -2.043 1.957 -0.646
C -2.872 1.485 -2.337
C -3.282 1.340 0.706
C -4.407 2.053 1.106
C -5.253 1.518 2.069
C -4.983 0.277 2.630
C -3.863 -0.443 2.232
C -3.010 0.091 1.273
As -1.475 -0.867 0.593
C -2.268 -2.128 -0.636
C -0.908 -1.976 2.078
H -3.343 4.062 -0.945
H -1.655 4.395 -1.318
H -2.188 4.280 0.380
H -3.949 1.611 -2.237
H -2.648 0.453 -2.597
H -2.525 2.146 -3.131
H -4.640 3.020 0.679
H -6.128 2.071 2.382
H -5.647 -0.132 3.379
H -3.669 -1.413 2.674
H -3.153 -2.542 -0.152
H -1.563 -2.923 -0.866
H -2.559 -1.628 -1.557
H -1.606 -2.802 2.213
H -0.887 -1.391 2.997
H 0.082 -2.374 1.863
C 2.304 -5.877 -2.775
C 2.225 -4.851 -1.703
C 2.699 -5.003 -0.421
C 2.552 -3.951 0.482
N 1.963 -2.793 0.129
C 1.508 -2.647 -1.106
S 0.792 -1.200 -1.706
N 1.631 -3.669 -1.999
C 3.054 -4.051 1.880
H 2.887 -6.732 -2.447
H 2.764 -5.460 -3.673
H 1.302 -6.222 -3.039
H 3.181 -5.923 -0.128
H 1.272 -3.519 -2.935
H 3.432 -5.044 2.107
H 2.257 -3.803 2.583
H 3.859 -3.329 2.029
```

F_max	0.0095	Eh/bohr
charge	+3
relative energy (zero: lowest compared OMol25 entry of this formula, charge and spin)	7.3	kcal/mol
2S+1	2
LUMO level (spin up / spin down)	-8.2 / -9.2	eV
HOMO-LUMO gap (spin up / spin down)	8.2619 / 7.5232	eV
electronic energy	-167509.102	eV
HOMO level (spin up / spin down)	-16.460 / -16.759	eV

=====

No. 3
Entry from the OMol25 dataset: a molecular structure, C22H42Br6O10S5 in a non-equilibrium geometry (the ωB97M-V functional and the def2-TZVPD basis).

```
85
C22H42Br6O10S5 | the OMol25 dataset | the ωB97M-V functional and the def2-TZVPD basis
C 1.478 32.232 -4.654
Br 2.737 30.734 -4.626
Br 2.055 33.566 -6.033
Br 1.423 33.164 -2.818
H 0.508 31.832 -4.949
C 4.000 27.573 -4.153
Br 5.679 28.634 -3.979
Br 3.903 25.925 -3.120
Br 3.526 27.158 -6.031
H 3.274 28.267 -3.730
C -0.712 26.263 -4.787
C -0.256 27.735 -4.623
C -0.971 28.633 -5.680
S -1.474 27.380 -7.005
O -0.809 27.701 -8.307
O -2.918 27.372 -6.949
C -0.713 25.916 -6.263
H -1.733 26.212 -4.412
H -0.112 25.580 -4.185
H 0.812 27.658 -4.828
H -0.363 28.033 -3.580
H -0.248 29.353 -6.064
H -1.883 29.099 -5.309
H 0.309 25.718 -6.588
H -1.272 25.025 -6.549
C 5.367 32.498 -7.900
C 5.476 31.383 -6.871
C 6.874 30.973 -6.678
S 7.481 30.898 -8.406
O 7.185 29.652 -9.028
O 8.820 31.360 -8.484
C 6.410 32.233 -9.011
H 5.479 33.483 -7.446
H 4.336 32.545 -8.250
H 4.779 30.564 -7.051
H 5.213 31.810 -5.903
H 7.045 30.053 -6.120
H 7.377 31.839 -6.247
H 6.087 32.236 -10.052
H 7.174 32.997 -8.867
C 6.224 23.166 -1.873
C 5.394 22.775 -0.665
C 6.025 21.609 0.067
S 7.771 21.505 -0.620
O 7.868 20.297 -1.482
O 8.824 21.697 0.363
C 7.633 22.932 -1.678
H 6.013 24.222 -2.039
H 5.848 22.611 -2.733
H 4.392 22.534 -1.020
H 5.314 23.612 0.030
H 5.515 20.650 -0.024
H 6.172 21.882 1.112
H 8.315 22.775 -2.514
H 7.960 23.789 -1.089
C 2.038 23.914 -0.367
C 0.945 22.907 -0.738
C -0.130 23.555 -1.565
S -0.334 25.185 -0.660
O -1.187 25.012 0.478
O -0.652 26.348 -1.511
C 1.352 25.272 0.010
H 2.837 24.119 -1.079
H 2.616 23.494 0.456
H 0.473 22.468 0.141
H 1.552 22.174 -1.269
H -1.057 22.997 -1.696
H 0.303 23.896 -2.505
H 1.234 25.518 1.066
H 1.752 26.120 -0.545
C 5.624 26.615 -9.043
C 6.731 25.532 -9.513
C 6.575 25.130 -10.985
S 4.707 25.039 -11.195
O 4.335 23.702 -10.831
O 4.247 25.543 -12.509
C 4.239 26.179 -9.697
H 5.985 27.543 -9.487
H 5.517 26.763 -7.968
H 6.640 24.670 -8.853
H 7.699 25.998 -9.334
H 7.043 24.174 -11.221
H 6.903 25.954 -11.618
H 3.549 25.648 -9.041
H 3.674 26.959 -10.206
```

F_max	0.0697	Eh/bohr
charge	+1
relative energy (zero: lowest compared OMol25 entry of this formula, charge and spin)	0.0	kcal/mol
2S+1	2
LUMO level (spin up / spin down)	-3.6 / -9.5	eV
HOMO-LUMO gap (spin up / spin down)	8.4853 / 2.5972	eV
electronic energy	-518386.169	eV
HOMO level (spin up / spin down)	-12.123 / -12.123	eV

=====

No. 4
Entry from the OMol25 dataset: a molecular structure, C22H42CdN5O10P2S2 (the ωB97M-V functional and the def2-TZVPD basis).

```
84
C22H42CdN5O10P2S2 | the OMol25 dataset | the ωB97M-V functional and the def2-TZVPD basis
Cd 0.495 -0.011 0.638
C -1.983 2.986 -4.185
N -0.787 2.444 -3.557
C -0.202 1.297 -4.235
C -0.320 3.009 -2.426
O -0.899 3.922 -1.846
C 1.028 2.545 -1.881
O 1.003 2.261 -0.489
C 0.939 3.389 0.362
C 0.940 2.877 1.786
O 1.146 1.678 2.046
N 0.734 3.778 2.743
C 0.573 3.342 4.123
C 0.374 5.156 2.445
H -2.791 2.254 -4.129
H -1.773 3.201 -5.234
H -2.272 3.900 -3.677
H -1.006 0.748 -4.720
H 0.249 0.615 -3.523
H 0.529 1.602 -4.989
H 1.739 3.358 -2.078
H 1.397 1.645 -2.357
H 0.031 3.957 0.172
H 1.815 4.032 0.197
H 0.468 2.262 4.148
H -0.325 3.802 4.537
H 1.434 3.638 4.724
H -0.684 5.231 2.186
H 0.972 5.556 1.629
H 0.574 5.762 3.325
C -1.629 -2.414 2.794
C -0.144 -2.520 2.835
N 0.702 -1.845 2.104
C 2.003 -2.224 2.345
C 2.147 -3.185 3.294
S 0.615 -3.643 3.884
C 3.086 -1.617 1.566
C 4.402 -1.939 1.653
S 5.306 -0.978 0.576
C 3.878 -0.194 0.057
N 2.798 -0.630 0.648
C 3.923 0.875 -0.979
H -1.953 -2.284 1.763
H -1.961 -1.539 3.351
H -2.081 -3.308 3.220
H 3.053 -3.638 3.657
H 4.871 -2.668 2.292
H 4.935 1.257 -1.100
H 3.262 1.687 -0.688
H 3.593 0.482 -1.942
N -4.434 0.175 -0.048
C -3.181 0.982 -0.350
C -3.619 2.235 -1.092
P -2.145 -0.137 -1.416
O -2.462 -1.560 -0.656
O -2.729 -0.177 -2.774
O -0.694 0.197 -1.211
P -2.390 1.425 1.282
O -3.753 1.421 2.195
O -1.823 2.787 1.246
O -1.574 0.234 1.682
H -5.001 0.092 -0.894
H -4.952 0.637 0.705
H -4.158 -0.767 0.246
H -4.086 1.975 -2.045
H -2.755 2.870 -1.280
H -4.318 2.815 -0.484
H -2.596 -2.242 -1.328
H -3.857 2.287 2.609
C 0.394 -4.551 0.185
C 0.978 -4.012 -1.099
O 1.002 -2.592 -1.047
C 1.571 -2.013 -2.213
C 0.689 -2.128 -3.445
H 0.277 -5.633 0.112
H -0.587 -4.109 0.371
H 1.044 -4.336 1.033
H 0.380 -4.350 -1.951
H 2.000 -4.386 -1.246
H 2.554 -2.467 -2.403
H 1.733 -0.959 -1.973
H 0.559 -3.162 -3.761
H 1.148 -1.595 -4.279
H -0.291 -1.690 -3.255
```

F_max	0.0031	Eh/bohr
charge	+1
relative energy (zero: lowest compared OMol25 entry of this formula, charge and spin)	0.0	kcal/mol
2S+1	1
LUMO level	-2.0	eV
HOMO-LUMO gap	9.0859	eV
electronic energy	-96237.343	eV
HOMO level	-11.075	eV

=====

No. 5
Entry from the OMol25 dataset: a molecular structure, C22H42Cl3CuN2O4SSi in a non-equilibrium geometry (the ωB97M-V functional and the def2-TZVPD basis).

```
76
C22H42Cl3CuN2O4SSi | the OMol25 dataset | the ωB97M-V functional and the def2-TZVPD basis
C -2.714 3.006 1.586
C -3.471 2.045 0.736
H -3.063 4.032 1.457
H -1.642 2.957 1.350
H -2.824 2.748 2.648
C -4.574 2.336 0.028
C -5.244 3.673 -0.010
H -5.068 1.556 -0.561
H -4.683 4.446 0.532
H -6.248 3.619 0.437
H -5.386 4.013 -1.047
Cu 0.043 0.418 0.718
Cl -0.647 -1.109 2.196
Cl 0.887 2.420 0.726
C -1.076 -2.676 -0.570
O -0.233 -1.957 -1.107
N -1.776 -3.656 -1.185
C -1.481 -4.005 -2.565
C -2.692 -4.521 -0.463
H -1.334 -2.550 0.501
H -0.744 -3.298 -2.959
H -2.398 -3.954 -3.167
H -1.086 -5.030 -2.622
H -2.850 -4.110 0.542
H -2.278 -5.538 -0.383
H -3.657 -4.568 -0.985
H -1.590 3.555 -1.300
H -3.380 2.197 -2.715
C -0.829 3.261 -2.039
C -2.543 2.186 -3.430
N -1.276 2.076 -2.732
H 0.114 3.062 -1.517
C -0.517 0.943 -2.817
O 0.567 0.751 -2.282
H -2.659 1.329 -4.102
H -1.011 0.182 -3.466
H -0.716 4.087 -2.760
H -2.574 3.118 -4.011
O -1.690 0.699 -0.054
C -2.846 0.648 0.677
C -3.856 -0.763 -1.191
C -3.768 -0.478 0.169
H -3.213 -0.214 -1.885
C -4.752 -1.740 -1.640
H -2.599 0.398 1.721
C -4.492 -1.238 1.091
H -4.811 -1.960 -2.706
C -5.562 -2.420 -0.725
C -5.430 -2.169 0.644
H -4.312 -1.059 2.157
H -6.282 -3.161 -1.076
H -6.046 -2.706 1.369
Si 3.825 5.548 2.511
Cl 2.116 6.728 2.649
C 4.350 5.594 0.717
C 3.306 3.868 3.130
C 5.152 6.343 3.577
H 3.541 5.230 0.071
H 5.236 4.969 0.546
H 4.597 6.622 0.418
H 5.402 7.347 3.208
H 6.075 5.748 3.575
H 4.818 6.442 4.617
H 2.521 3.424 2.496
H 2.914 3.955 4.153
H 4.159 3.177 3.150
C 2.613 -2.072 -1.293
S 2.315 -1.770 0.438
C 4.048 -1.739 0.892
O 1.883 -0.306 0.580
H 3.291 -2.924 -1.373
H 3.028 -1.173 -1.759
H 1.641 -2.308 -1.729
H 4.571 -1.005 0.268
H 4.105 -1.474 1.950
H 4.423 -2.756 0.725
```

F_max	0.0359	Eh/bohr
charge	-1
relative energy (zero: lowest compared OMol25 entry of this formula, charge and spin)	0.0	kcal/mol
2S+1	2
LUMO level (spin up / spin down)	2.3 / 2.3	eV
HOMO-LUMO gap (spin up / spin down)	7.1692 / 7.0648	eV
electronic energy	-135590.912	eV
HOMO level (spin up / spin down)	-4.861 / -4.759	eV

=====

No. 6
Entry from the OMol25 dataset: a molecular structure, C22H42Cl3LuN4O4Si in a non-equilibrium geometry (the ωB97M-V functional and the def2-TZVPD basis).

```
77
C22H42Cl3LuN4O4Si | the OMol25 dataset | the ωB97M-V functional and the def2-TZVPD basis
C -6.954 4.055 1.511
C -7.867 4.262 0.339
H -6.778 4.999 2.037
H -5.987 3.648 1.186
H -7.394 3.347 2.232
C -8.667 5.324 0.187
C -8.862 6.381 1.224
H -9.237 5.451 -0.735
H -7.923 6.677 1.712
H -9.563 6.066 2.013
H -9.294 7.270 0.748
Lu -0.119 -0.003 0.146
Cl -0.551 -2.251 1.130
Cl -2.081 1.313 1.011
C -2.246 -1.211 -1.572
O -1.242 -0.451 -1.721
N -3.087 -1.482 -2.549
C -2.877 -0.933 -3.894
C -4.231 -2.367 -2.347
H -2.447 -1.679 -0.592
H -1.863 -0.532 -3.964
H -3.607 -0.135 -4.103
H -3.026 -1.735 -4.625
H -4.178 -2.759 -1.325
H -4.187 -3.195 -3.066
H -5.173 -1.817 -2.481
H 0.067 4.493 1.923
H -1.746 3.955 -0.005
C 0.838 4.544 1.140
C -0.912 4.324 -0.622
N 0.370 3.887 -0.075
H 1.737 4.024 1.480
C 0.956 2.762 -0.471
O 0.414 1.874 -1.196
H -1.023 3.955 -1.647
H 1.961 2.597 -0.057
H 1.062 5.595 0.920
H -0.917 5.421 -0.616
O -6.663 3.482 -1.561
C -7.782 3.186 -0.738
C -9.355 3.699 -2.706
C -9.088 3.012 -1.520
H -8.587 4.353 -3.128
C -10.603 3.543 -3.327
H -7.591 2.245 -0.203
C -10.062 2.166 -0.962
H -10.799 4.070 -4.262
C -11.585 2.734 -2.749
C -11.316 2.049 -1.557
H -9.808 1.639 -0.037
H -12.564 2.638 -3.221
H -12.080 1.425 -1.090
Si -5.588 2.563 -2.448
Cl 1.379 1.058 1.973
C -5.141 3.583 -3.947
C -6.479 1.000 -2.977
C -4.136 2.273 -1.334
H -6.035 3.999 -4.432
H -4.608 2.970 -4.688
H -4.492 4.423 -3.667
H -3.711 3.236 -1.005
H -3.338 1.701 -1.835
H -4.419 1.716 -0.427
H -7.439 1.240 -3.457
H -6.691 0.347 -2.119
H -5.875 0.433 -3.701
C 3.892 -2.644 -1.127
N 3.598 -1.527 -2.001
C 2.543 -0.695 -1.829
N 2.401 0.296 -2.746
O 1.715 -0.837 -0.885
H 3.118 -2.709 -0.355
H 4.875 -2.515 -0.657
H 3.923 -3.577 -1.701
H 4.224 -1.322 -2.771
H 1.704 1.011 -2.568
H 3.119 0.433 -3.449
```

F_max	0.0321	Eh/bohr
charge	0
relative energy (zero: lowest compared OMol25 entry of this formula, charge and spin)	0.0	kcal/mol
2S+1	1
LUMO level	0.3	eV
HOMO-LUMO gap	8.8653	eV
electronic energy	-116722.427	eV
HOMO level	-8.604	eV